C39H39AsBNO3P2Tm as an isolated structure. Source: OMol25; level of theory: ωB97M-V with the def2-TZVPD basis set.

The value obtained for the HOMO-LUMO gap (spin up / spin down) is 5.69 / 5.92 eV. As for the multiplicity: 3. The molar mass comes out at 886.4 g/mol. The charge is +1. As for the expectation value of S²: 2.036.

```
87
Properties=species:S:1:pos:R:3:forces:R:3:lowdin_spin:R:1
Tm -0.259371 -0.352502 -1.184230 1.54 0.91 1.35 1.156
H 0.383871 -0.888541 1.527420 0.39 0.12 0.89 0.010
C -1.154410 0.872559 -3.157189 -0.10 -0.43 -1.39 -0.003
H -1.344689 -5.748278 -0.261665 -0.54 0.10 0.16 0.000
C -1.254528 3.863543 -0.226104 0.66 0.38 -0.71 0.006
H -3.127249 -5.570298 -0.689520 1.05 0.28 -0.18 0.000
C 0.711572 0.422961 4.668125 0.52 1.19 0.92 0.001
C -2.181166 -3.800402 1.867568 1.26 0.28 1.85 0.000
C 0.189631 1.316294 -3.190564 0.30 2.07 -0.71 -0.011
H 2.447366 3.177564 1.325993 -0.71 -1.27 -0.34 0.001
H 3.082614 1.786325 2.059793 -0.21 -0.34 0.23 0.000
B -0.359946 1.959494 0.697884 -2.49 0.85 -1.53 0.379
H 1.147085 -7.030434 -4.987443 -0.02 -0.40 0.11 0.000
H 0.446103 2.326819 -2.763628 -0.27 -1.11 -0.62 -0.001
C 0.318656 -1.910747 4.812727 -0.47 -0.52 0.44 0.002
H 2.718897 -5.810819 -6.403882 -0.34 0.22 -0.17 0.000
C -3.219879 5.392876 0.751457 -0.43 -0.09 0.00 0.003
H -2.309174 4.568566 5.112158 1.34 -0.01 -0.81 0.000
H -4.243796 3.552745 1.365889 0.54 0.31 0.31 0.000
C -3.899398 -2.717281 -0.453014 -0.85 -0.01 -0.16 -0.001
H -3.964053 -1.745848 0.057341 -0.15 -0.11 -0.43 0.000
H -3.047941 -4.391597 2.162422 0.06 -0.08 -0.21 0.000
C 0.915430 -0.880069 -3.861605 -0.49 0.29 0.24 -0.007
P 0.678390 1.855469 2.327933 0.53 1.39 -1.63 0.102
H 4.461304 0.935162 -2.453947 0.22 -0.31 0.10 0.000
C 3.747463 0.865118 -1.648156 -0.59 -0.92 0.60 0.005
C 2.127357 -3.463008 -4.047484 -0.35 0.27 1.12 0.000
H -4.744726 -3.347627 -0.069814 0.94 0.34 -0.10 0.000
H -1.440715 2.408416 4.435695 0.32 0.62 -1.14 0.001
H -2.156512 -2.859197 2.474635 0.13 -0.87 -0.52 0.000
H 2.291281 0.743727 -3.987550 -2.03 0.55 0.30 0.000
C 1.088128 -5.539235 -3.430996 0.09 0.59 -0.55 0.000
C 0.477784 -0.812450 2.627833 -0.19 -1.53 -0.09 0.012
C 2.230351 2.066338 1.426432 1.08 1.20 0.99 0.002
H 0.561056 -6.146934 -2.734727 -0.45 -0.53 0.36 0.000
C -0.387090 -1.432433 -3.654414 0.42 1.76 -0.59 -0.003
H 0.966029 1.408190 5.126738 -0.45 -0.94 -0.18 0.000
C 0.498465 -0.702192 5.470325 0.42 0.86 -1.41 0.000
H 2.082361 4.416357 2.746577 0.21 -0.04 -0.13 0.002
C -3.338945 4.003592 0.942117 -0.88 0.06 0.01 0.002
C 1.173696 0.530919 -3.832572 0.18 -1.22 1.52 -0.006
H 1.305431 6.487972 3.635138 -0.25 0.11 0.19 0.000
H 0.552954 -0.556211 6.530866 -0.20 -0.37 0.36 0.000
H 0.410672 -2.978528 2.930386 -0.29 1.04 0.38 0.000
C -2.215796 5.932987 -0.044932 -0.15 0.05 -0.82 0.000
C 0.332093 3.274852 3.370854 0.12 0.16 -0.11 0.018
C 0.656596 0.389432 3.281807 -0.59 -0.64 0.21 0.001
H 2.419384 -2.314431 -1.363069 -0.13 -0.15 0.03 0.000
C -1.290827 5.178611 -0.752229 0.05 -2.08 1.80 0.002
C 1.391508 -4.224240 -3.084317 0.66 0.44 -1.47 0.000
H -1.711522 -5.148051 -1.820523 -0.70 0.45 0.44 0.000
H 0.036964 -2.790711 5.428665 0.60 0.43 -0.70 0.000
C 0.387608 -1.971203 3.412693 0.01 -0.81 -0.24 0.001
H -0.495735 5.543167 -1.411366 -0.39 0.02 0.49 0.000
O -1.846621 1.972067 0.872251 0.30 -0.10 0.23 0.127
C -1.333504 4.534641 4.531347 -1.43 0.84 1.43 -0.002
H -2.480633 -0.750931 -3.428787 0.55 -0.14 -0.48 0.000
C 1.448622 -6.048689 -4.678880 0.92 0.92 -0.33 0.000
C -1.429168 -0.452024 -3.579987 -0.36 -0.75 1.62 -0.001
N 1.948973 0.166458 -0.343229 1.85 -0.77 0.06 0.024
C 0.656704 5.625856 3.758203 -0.02 0.59 0.52 -0.002
C 2.397732 1.375851 0.114058 1.83 1.32 -2.09 0.014
O -0.872486 -2.234911 -0.456003 -3.35 -3.96 1.76 -0.001
C 2.624952 -4.018348 -5.230234 -0.41 0.54 0.68 0.000
H -2.104204 6.972584 -0.192856 -0.49 1.17 0.07 0.000
C -2.297436 3.225628 0.497860 2.50 0.89 -0.72 0.013
C 2.971732 -1.579261 -1.939438 0.68 0.66 -0.78 -0.001
C 2.272861 -5.298757 -5.556681 -0.42 -1.65 0.60 0.000
H -4.081753 -2.637520 -1.560860 0.64 0.09 1.11 0.000
O -0.088630 3.130805 -0.269152 -0.76 -1.81 1.49 0.093
H -0.516236 -2.518039 -3.509908 -0.17 0.72 -0.54 -0.001
C 1.135341 4.433994 3.246792 -1.65 -0.74 0.28 0.019
C -2.097945 -5.131656 -0.780224 0.60 -1.06 -0.49 0.000
H 4.062553 -1.841447 -1.906921 -1.02 -0.20 -0.21 0.000
H 3.246963 -3.383875 -5.855148 -0.03 -0.27 -0.07 0.000
H -3.941802 6.071899 1.220012 0.23 -0.39 -0.30 0.000
C 3.465501 1.861287 -0.722336 -0.87 -0.13 1.32 0.003
H 1.031307 -3.777165 -2.144598 0.34 -0.26 -0.47 0.000
H 4.117618 2.721179 -0.543116 -0.62 -0.09 -0.04 0.000
C 2.913994 -0.213279 -1.310029 -1.09 0.59 -0.95 0.003
H -0.906291 6.661965 4.849847 -0.02 -0.28 -0.10 0.001
H -2.030735 1.463806 -2.808086 1.05 -0.07 -0.31 0.000
As -2.171285 -3.429496 0.061040 1.40 2.88 -3.19 0.000
P 2.532638 -1.685655 -3.869763 0.56 -0.74 1.23 -0.001
H -1.229610 -4.389202 1.999493 -1.01 0.58 0.34 0.000
C -0.918635 3.310447 4.038973 0.92 0.09 0.80 0.018
C -0.571159 5.715027 4.433870 0.41 -1.01 -0.91 0.020
```
Forces are in eV/Å.